Molecular formula: C74H190N14O23
Method: DFT, ωB97M-V/def2-TZVPD

Output
maximum force: 3.3 eV Å⁻¹
highest occupied orbital energy: -8.12 eV
HOMO-LUMO gap: 8.64 eV

Geometry (Å):
O -0.417 -5.439 -2.178
O 1.422 -7.101 1.085
O 2.123 5.605 -0.376
O -0.595 8.839 -0.567
O -2.844 -6.320 -6.290
O -3.858 -1.543 -5.514
O 3.092 -2.174 -4.302
O -1.980 -3.700 1.265
O -5.825 0.231 -2.142
O -0.096 3.350 -7.100
O -3.759 -3.097 5.180
O -0.131 0.628 1.473
O 3.581 1.669 -4.192
O -5.456 4.192 0.172
O -0.224 7.499 -5.148
O 4.754 -4.039 1.937
O -0.132 -1.302 7.247
O 3.781 5.608 -7.319
O 1.340 -6.049 9.514
O 8.057 -1.759 4.537
O 4.217 0.005 2.517
O 2.654 4.905 5.032
O -4.678 -4.651 -2.786
N -7.407 0.899 -4.337
N 0.322 -4.641 2.524
N 4.049 -2.937 -1.150
N -2.875 -7.197 -2.756
N 5.390 -1.017 4.934
N -1.772 4.386 -0.328
N -0.213 6.433 1.050
N -0.238 2.086 -1.289
N -3.507 0.027 7.187
N 4.689 2.888 -6.873
N -1.660 -3.670 -5.637
N 1.627 -2.760 9.412
N -0.250 5.718 5.435
N -0.731 4.719 -4.770
C -0.236 7.804 1.577
C -5.316 -3.500 -3.236
C -3.124 4.569 -0.703
C -4.448 -0.522 -6.323
C 4.035 -1.216 4.432
C -1.100 0.990 -0.911
C -3.478 -0.045 4.772
C 5.909 -2.287 5.400
C -1.052 8.720 0.738
C 3.711 4.305 4.397
C 2.531 1.289 -3.283
C -2.486 -1.297 -5.172
C -4.816 -5.809 -3.635
C 4.323 -2.403 0.180
C -6.197 1.590 -2.321
C -0.290 2.767 -8.347
C -0.147 5.550 -3.711
C 3.557 1.043 -5.473
C 0.464 9.752 -0.619
C 0.937 -2.240 7.128
C 1.754 -4.964 2.219
C 9.395 -1.327 4.764
C -7.344 3.288 -3.862
C 1.990 -6.528 2.243
C -5.521 -0.166 -0.845
C -1.464 -6.016 -6.286
C -3.265 -7.145 -7.316
C -3.259 -2.194 6.157
C 2.145 -5.109 10.293
C 3.667 3.117 -7.972
C 2.882 6.400 -1.241
C 2.593 5.626 -6.537
C -3.345 -4.428 5.228
C -0.172 3.387 -4.785
C 3.983 1.089 1.640
C -3.346 -3.380 1.110
C -0.690 2.656 -6.041
C 0.457 4.697 6.141
C -6.401 3.410 0.879
C 3.561 0.103 3.734
C -0.699 6.968 -3.912
C -0.074 -0.333 6.266
C 5.377 -3.166 1.009
C 0.114 -3.188 2.366
C 5.707 -4.961 2.504
C 3.073 -2.156 -1.854
C 0.893 -3.243 8.264
C -1.127 -4.985 -5.254
C -0.464 -4.106 -1.589
C 4.660 1.472 -6.433
C 7.410 -2.357 5.657
C -6.562 1.931 -3.760
C 0.940 -8.389 1.272
C 4.364 -2.679 -4.746
C -1.778 -2.619 -4.583
C -0.965 -6.428 -1.340
C 2.232 6.000 0.998
C 1.482 -3.697 10.507
C -4.083 3.647 0.104
C -0.622 3.656 6.432
C 1.548 4.013 5.291
C -1.325 -2.799 2.216
C -0.036 1.420 2.622
C -2.553 -6.538 -1.476
C -1.212 0.958 0.609
C -3.939 -0.806 6.034
C -3.233 4.344 -2.264
C -4.268 -7.109 -3.129
C 0.892 5.687 1.709
C 3.649 4.634 -8.371
C -0.622 -0.266 -1.591
C 1.850 -7.340 9.536
C -0.368 8.937 -5.278
C 2.498 -2.750 -3.116
H 4.311 -3.767 -4.783
H 3.927 6.196 -1.007
H -4.904 -7.504 -2.337
H 2.097 -4.593 1.253
H 5.709 -3.045 4.643
H -5.433 2.286 -1.974
H 1.925 -1.792 7.019
H 3.440 4.005 3.385
H -2.056 1.257 -1.362
H -5.289 -1.229 -0.777
H 0.349 6.493 5.188
H -0.441 -7.370 -1.503
H 1.696 -9.165 1.154
H 5.172 -5.523 3.269
H -6.882 0.100 -4.012
H 4.463 1.985 2.034
H -3.283 -2.597 7.169
H -1.255 -1.095 -1.274
H 2.481 7.048 1.168
H -7.432 3.676 0.645
H -1.147 9.634 1.324
H 5.126 -2.452 -4.000
H 0.518 2.225 -0.634
H 2.599 1.169 -5.977
H -2.911 -5.518 -1.336
H -6.436 2.339 0.680
H -1.039 3.145 5.564
H 2.916 1.245 1.476
H -0.044 9.538 -4.429
H 0.318 -8.431 0.378
H -8.203 0.861 -3.716
H 4.772 0.780 -7.268
H 0.462 -2.727 3.291
H -1.142 -5.723 -7.285
H -5.536 -0.569 -6.368
H 2.274 -2.090 -1.115
H -2.194 -2.103 5.943
H -2.395 0.067 4.706
H -0.500 -0.683 5.326
H 0.611 10.002 -1.669
H -0.114 -3.584 8.504
H 9.365 -0.327 5.196
H -3.780 -3.029 2.046
H 5.527 1.289 -5.797
H 4.499 3.487 -6.083
H -0.143 1.692 -8.444
H 6.041 -3.731 0.354
H -2.856 -6.812 -8.270
H 0.618 -2.755 1.502
H 5.435 -2.633 6.319
H -1.709 1.894 0.864
H 0.110 9.245 -6.207
H 1.339 9.333 -0.123
H -2.547 -0.223 7.374
H 1.575 -1.781 9.657
H -2.292 -4.414 4.946
H 3.471 -1.491 5.324
H 0.752 8.264 1.581
H 1.676 5.726 -7.117
H 0.990 3.667 4.421
H 6.498 -4.465 3.066
H 0.944 5.982 2.757
H 2.398 -4.510 2.973
H -3.963 -0.242 8.047
H 1.240 -7.969 8.887
H -4.188 0.449 -5.901
H -3.944 0.921 4.578
H -2.881 -7.153 -0.638
H 0.883 5.012 7.094
H -0.574 7.693 2.608
H -0.353 5.151 -2.718
H 0.918 3.392 -4.806
H -0.482 2.790 -3.928
H -3.354 -2.454 0.534
H -5.867 -6.051 -3.791
H -4.269 4.570 -2.517
H -0.358 -3.351 -2.368
H 2.674 7.468 -1.184
H -3.295 5.630 -0.521
H -0.741 -6.263 -0.286
H -4.552 -7.838 -3.888
H 4.474 0.922 0.682
H 4.052 3.388 4.878
H 9.941 -1.362 3.821
H -3.995 2.635 -0.290
H 1.428 -2.565 -3.208
H -0.038 -5.032 -5.213
H -6.385 -3.710 -3.255
H -2.383 -0.459 -4.483
H -4.035 -0.567 -7.330
H -0.925 6.120 6.070
H 7.667 -1.724 6.506
H 0.286 3.266 -9.127
H 0.259 -3.887 -0.803
H -2.920 -8.161 -7.128
H 7.733 -3.388 5.800
H -4.409 -5.613 -4.627
H -4.338 -7.136 -7.504
H 0.403 -8.567 2.204
H -2.797 5.144 -2.861
H -3.995 -4.110 0.627
H 0.941 5.484 -3.713
H -1.718 4.399 0.680
H -3.841 -0.560 3.883
H 0.662 4.622 1.656
H -0.975 1.406 3.176
H 3.699 -3.884 -1.121
H -5.112 -3.240 -4.275
H -1.428 4.061 7.044
H -0.833 2.885 -1.124
H 3.492 -1.154 -1.946
H -3.884 -4.906 4.410
H 3.407 -2.386 0.771
H 0.728 1.095 3.329
H 0.115 6.554 0.102
H 3.767 1.017 4.290
H 3.655 -0.025 -5.281
H 5.983 -0.797 4.147
H -2.008 -0.890 -6.063
H 2.494 4.716 -5.945
H -5.639 2.004 -4.334
H -1.413 9.237 -5.356
H -1.775 2.718 -6.129
H 1.499 -4.077 7.909
H 4.524 -1.333 0.127
H 0.455 -3.791 10.859
H -6.970 4.049 -3.177
H -0.976 -6.944 -5.986
H -1.350 5.267 -0.586
H -4.615 0.346 -0.521
H -6.374 0.018 -0.191
H 5.971 -2.362 1.443
H 2.487 -3.840 -3.109
H 2.740 2.759 -7.524
H 0.325 2.403 2.322
H -2.023 8.224 0.768
H 2.525 6.435 -5.809
H 0.429 -0.352 -1.316
H -0.778 -2.342 -4.252
H 2.764 4.768 -8.992
H -1.459 -1.768 1.890
H 2.006 -3.194 11.320
H 1.491 -6.988 3.095
H 1.918 -7.876 10.483
H 2.878 -7.321 9.175
H -1.788 7.005 -3.865
H 2.510 -0.147 3.591
H 4.605 4.929 4.377
H 4.478 4.834 -9.049
H 3.909 2.359 -8.717
H 9.933 -1.936 5.489
H -2.975 3.366 -2.672
H -7.309 3.780 -4.834
H -0.402 1.617 -5.879
H 0.850 -2.804 6.199
H 4.667 -2.366 -5.745
H 2.271 -5.582 11.267
H -0.243 -5.066 1.803
H 3.175 -4.991 9.956
H -2.013 0.268 0.876
H 2.450 0.203 -3.311
H -2.404 -3.024 -3.788
H 2.678 6.084 -2.264
H -3.613 -4.959 6.141
H -4.956 -2.642 -2.670
H -8.400 3.188 -3.610
H -1.594 -5.302 -4.322
H -0.278 7.632 -3.156
H 3.985 -2.066 3.751
H -1.454 -3.856 -1.209
H -3.695 3.586 1.121
H -0.554 0.570 6.645
H 2.934 5.332 1.498
H 1.543 1.662 -3.553
H 0.946 -0.045 6.012
H -5.014 -0.890 6.198
H -0.186 2.833 6.997
H -0.538 5.084 -5.691
H 3.026 -6.867 2.257
H -2.322 -6.677 -3.423
H 1.892 3.062 5.700
H 2.710 1.557 -2.242
H -6.357 3.554 1.959
H -7.091 1.795 -1.732
H 6.137 -5.727 1.860
H -1.347 2.826 -8.607
H -2.607 -3.780 -5.969
H 0.210 10.698 -0.139
H -1.889 -2.815 3.148
H -0.632 -0.188 -2.679